(1)
Formula: BH20O8
Source: the OMol25 dataset
Level of theory: the ωB97M-V functional and the def2-TZVPD basis

```
29
Properties=species:S:1:pos:R:3:mulliken_charge:R:1
B 1.02 0.45 -1.17 0.461
H 1.63 -0.53 -1.59 -0.304
H 0.53 0.98 -2.20 -0.256
H 0.13 0.08 -0.39 -0.428
H 1.82 1.23 -0.66 -0.282
O 0.98 -2.80 0.00 -0.701
H 1.66 -3.32 -0.45 0.283
H 0.93 -1.98 -0.46 0.338
O -1.38 -2.61 1.26 -0.688
H -1.30 -1.67 1.19 0.315
H -0.46 -2.88 1.07 0.409
O -0.75 2.54 0.77 -0.733
H -0.12 2.25 0.11 0.324
H -1.59 2.28 0.35 0.344
O -0.31 -1.37 -3.87 -0.669
H -0.95 -0.83 -4.24 0.291
H 0.28 -0.72 -3.36 0.350
O -2.25 1.58 -2.02 -0.720
H -1.32 1.33 -2.08 0.356
H -2.50 0.82 -1.46 0.345
O 2.82 0.72 2.12 -0.744
H 2.75 0.90 1.22 0.321
H 3.09 -0.21 2.20 0.318
O -2.07 -0.01 1.89 -0.713
H -1.23 0.31 2.16 0.443
H -2.42 -0.70 2.51 0.276
O 0.21 1.31 2.71 -0.826
H 1.00 0.98 2.33 0.349
H -0.21 1.86 2.04 0.539
```

Output
HOMO: -6.9683 eV
spin multiplicity: 1
energy relative to the best compared isomer or geometry (same formula, charge and spin): 0.0 kcal per mole
total energy: -638.797096 a.u.
net charge: -1
frontier orbital gap: 10.029 eV



(2)
Formula: C28H54BF3O37P5
Source: the OMol25 dataset
Level of theory: the ωB97M-V functional and the def2-TZVPD basis

```
128
Properties=species:S:1:pos:R:3:mulliken_charge:R:1
O -2.32 -0.63 -0.04 -0.594
C -1.55 -0.13 -0.86 0.543
O -0.35 0.49 -0.68 -0.461
B 0.26 0.83 -1.99 0.973
O -0.88 0.75 -2.95 -0.412
C -1.84 -0.02 -2.40 0.609
O -2.78 -0.52 -3.03 -0.624
O 1.37 -0.04 -2.40 -0.463
C 2.48 0.66 -2.38 0.589
O 3.62 0.27 -2.68 -0.655
C 2.12 2.16 -2.10 0.577
O 0.82 2.16 -2.05 -0.455
O 2.91 3.07 -2.16 -0.626
C -11.51 1.67 -2.68 -0.732
O -12.41 0.70 -3.11 -0.270
P -13.99 1.02 -3.07 1.086
O -14.35 2.25 -3.77 -0.690
O -14.68 -0.29 -3.70 -0.325
C -14.62 -1.59 -3.18 -0.678
O -14.44 0.91 -1.51 -0.299
C -15.75 1.30 -1.17 -0.766
H -11.32 2.58 -3.25 0.294
H -10.48 1.32 -2.65 0.290
H -11.68 1.82 -1.61 0.306
H -15.56 -1.79 -2.64 0.266
H -13.84 -1.94 -2.50 0.321
H -14.54 -2.20 -4.08 0.283
H -16.34 1.86 -1.89 0.343
H -15.79 1.92 -0.28 0.293
H -16.34 0.45 -0.84 0.278
C 2.86 -4.67 5.09 -0.750
O 2.67 -5.39 6.32 -0.266
P 2.41 -7.00 6.25 1.067
O 1.46 -7.52 5.22 -0.676
O 3.92 -7.62 6.20 -0.357
C 4.94 -7.08 7.11 -0.702
O 1.92 -7.45 7.73 -0.307
C 0.54 -7.28 8.09 -0.694
H 3.90 -4.54 4.81 0.290
H 2.47 -3.65 5.10 0.280
H 2.44 -5.13 4.20 0.350
H 5.85 -6.82 6.57 0.296
H 5.28 -7.86 7.79 0.309
H 4.70 -6.23 7.74 0.311
H -0.10 -6.85 7.32 0.325
H 0.41 -6.65 8.97 0.274
H 0.20 -8.28 8.34 0.251
C 3.53 -1.70 -9.85 -0.652
O 2.24 -1.09 -9.83 -0.273
P 1.51 -0.42 -11.16 1.053
O 2.00 -0.85 -12.50 -0.705
O -0.02 -0.75 -10.85 -0.350
C -0.65 -0.41 -9.65 -0.612
O 1.60 1.16 -10.81 -0.260
C 1.59 2.16 -11.87 -0.659
H 3.54 -2.74 -9.52 0.239
H 4.10 -1.13 -9.12 0.249
H 3.96 -1.72 -10.85 0.307
H -1.09 -1.33 -9.26 0.260
H -1.32 0.43 -9.84 0.266
H 0.03 0.09 -8.95 0.318
H 2.58 2.61 -11.84 0.234
H 0.72 2.75 -11.59 0.251
H 1.58 1.79 -12.90 0.334
C -3.47 -0.20 13.24 -0.734
O -4.10 -1.10 12.33 -0.313
P -4.41 -0.49 10.84 1.073
O -4.02 0.92 10.56 -0.682
O -3.90 -1.63 9.82 -0.307
C -3.91 -1.31 8.38 -0.688
O -6.05 -0.60 10.71 -0.303
C -6.66 -1.82 10.61 -0.738
H -2.93 0.64 12.80 0.327
H -2.69 -0.70 13.83 0.281
H -4.09 0.18 14.05 0.287
H -4.36 -2.16 7.86 0.279
H -2.94 -1.16 7.92 0.292
H -4.41 -0.37 8.12 0.317
H -6.16 -2.68 11.06 0.324
H -7.01 -2.14 9.63 0.270
H -7.53 -1.74 11.27 0.317
C 8.55 3.94 2.87 -0.703
O 8.28 4.09 4.24 -0.312
P 7.60 2.80 5.04 1.070
O 7.55 1.54 4.29 -0.674
O 8.53 2.80 6.38 -0.361
C 8.77 3.90 7.28 -0.609
O 6.24 3.50 5.46 -0.290
C 5.14 3.63 4.54 -0.605
H 8.32 4.88 2.37 0.267
H 7.92 3.20 2.37 0.328
H 9.59 3.77 2.59 0.268
H 8.42 3.73 8.29 0.278
H 8.26 4.83 7.01 0.277
H 9.85 4.07 7.27 0.266
H 4.88 4.69 4.49 0.270
H 4.28 3.00 4.78 0.261
H 5.48 3.46 3.52 0.270
C 6.21 -7.91 -0.86 -0.417
C 5.62 -6.66 -1.51 0.293
O 4.26 -6.94 -1.46 -0.273
C 4.14 -8.26 -1.54 0.641
O 3.15 -8.87 -1.86 -0.546
O 5.31 -8.90 -1.36 -0.318
F 6.13 -6.42 -2.67 -0.271
H 6.31 -7.85 0.23 0.279
H 7.20 -8.18 -1.22 0.293
H 5.95 -5.79 -0.94 0.318
C 8.63 4.97 -7.32 -0.350
C 7.54 4.48 -8.27 0.376
O 8.08 4.71 -9.53 -0.319
C 9.24 5.37 -9.50 0.722
O 9.95 5.75 -10.44 -0.566
O 9.51 5.59 -8.22 -0.343
F 6.49 5.35 -8.09 -0.289
H 9.14 4.19 -6.75 0.238
H 8.33 5.66 -6.53 0.244
H 7.23 3.44 -8.16 0.287
C -2.53 6.99 -4.44 -0.331
C -1.77 7.85 -3.41 0.301
O -2.64 7.83 -2.24 -0.284
C -3.55 6.93 -2.40 0.709
O -4.32 6.63 -1.47 -0.574
O -3.35 6.21 -3.55 -0.316
F -1.61 9.11 -3.88 -0.284
H -1.83 6.32 -4.95 0.255
H -3.12 7.57 -5.15 0.264
H -0.77 7.51 -3.16 0.260
```

Output
HOMO: -7.3110 eV
spin multiplicity: 1
total energy: -5915.082232 a.u.
net charge: -1
frontier orbital gap: 8.933 eV



(3)
Formula: C3H6O2
Source: the OMol25 dataset
Level of theory: the ωB97M-V functional and the def2-TZVPD basis

```
11
Properties=species:S:1:pos:R:3:mulliken_charge:R:1
C -1.50 0.53 0.09 -1.024
C -0.06 -0.80 0.30 -0.484
O 0.99 0.05 0.62 -0.242
C 2.01 0.00 -0.22 0.223
O 1.89 -0.69 -1.20 -0.517
H -1.18 0.99 -0.83 0.325
H -2.49 0.05 -0.04 0.345
H -1.51 1.27 0.91 0.305
H -0.18 -1.27 -0.67 0.280
H -0.87 -0.69 1.03 0.428
H 2.92 0.56 0.01 0.361
```

Output
HOMO: -8.8251 eV
spin multiplicity: 1
energy relative to the best compared isomer or geometry (same formula, charge and spin): 89.4 kcal per mole
total energy: -268.262719 a.u.
frontier orbital gap: 9.798 eV



(4)
Formula: C8H18S2
Source: the OMol25 dataset
Level of theory: the ωB97M-V functional and the def2-TZVPD basis

```
28
Properties=species:S:1:pos:R:3:mulliken_charge:R:1
C 1.64 2.22 0.72 -1.161
C 1.28 1.77 -0.67 -0.425
C 0.01 2.42 -1.23 0.226
C 0.04 2.36 -2.74 -1.667
S -1.44 1.41 -0.65 -0.089
S -1.20 -0.57 -1.15 -0.140
C -0.81 -1.35 0.50 0.562
C -1.99 -1.24 1.45 -1.303
C -0.33 -2.83 0.34 -0.615
C 0.48 -3.30 1.57 -1.097
H 2.64 1.80 0.91 0.323
H 1.68 3.34 0.72 0.375
H 0.91 1.83 1.53 0.186
H 1.03 0.66 -0.79 0.120
H 2.08 1.93 -1.38 0.481
H -0.21 3.44 -0.90 0.386
H 0.78 3.02 -3.13 0.480
H -0.86 2.67 -3.24 0.401
H 0.24 1.40 -3.17 0.350
H -0.01 -0.70 0.86 -0.042
H -2.78 -1.93 1.16 0.323
H -1.65 -1.51 2.47 0.325
H -2.49 -0.27 1.52 0.370
H 0.25 -2.96 -0.56 0.382
H -1.27 -3.36 0.15 0.326
H 0.93 -4.30 1.53 0.368
H 1.34 -2.67 1.76 0.305
H -0.27 -3.27 2.42 0.249
```

Output
HOMO: -8.4982 eV
spin multiplicity: 1
energy relative to the best compared isomer or geometry (same formula, charge and spin): 14.9 kcal per mole
total energy: -1111.974547 a.u.
frontier orbital gap: 9.347 eV